Computed, not measured: the molecule C4H5FN2 in a non-equilibrium geometry, with ωB97M-V/def2-TZVPD.

Each line ends with the natural charge from an NBO analysis.
Positions of all 12 atoms, in Å:
C -1.5535 -0.5254 0.3664  -0.3982
H 2.7040 0.0345 -1.2434  0.2143
N -0.2418 0.0540 0.1061  -0.3764
H -0.0980 1.8549 1.2447  0.1910
N 1.6130 1.2908 0.1416  -0.4312
C 1.8094 0.2021 -0.6722  -0.1917
H -2.1102 0.2392 0.9959  0.2150
C 0.3981 1.1966 0.5818  0.1641
C 0.6815 -0.5407 -0.6901  0.4868
H -1.3915 -1.4588 0.9168  0.2140
F 0.3032 -1.6753 -1.2537  -0.3003
H -2.1145 -0.6720 -0.4940  0.2126

Forces on the atoms, in the same order (eV/Å):
0.735 1.695 2.908
0.156 0.033 0.122
0.300 0.719 -0.081
-0.315 0.547 0.492
0.086 0.107 -0.171
0.484 -0.221 -0.546
0.610 -1.162 -0.557
-0.666 -1.303 -0.348
-0.526 0.187 0.494
-0.428 0.193 -0.080
0.346 -0.417 -0.488
-0.783 -0.377 -1.745

Computed properties:
Energy relative to the best compared isomer or geometry (same formula, charge and spin) ... 69.5 kJ/mol
Kohn-Sham gap ... 9.6 eV
Calculated total energy ... -364.77686 Ha
E_LUMO ... 0.80 eV

Computed, not measured: the molecule C4H5FN2 in a non-equilibrium geometry, with ωB97M-V/def2-TZVPD.

Each line ends with the natural charge from an NBO analysis.
Positions of all 12 atoms, in Å:
C 0.3799 -0.2992 0.0358  0.3597
N -0.6346 -1.1415 0.0717  -0.4936
C -1.7444 -0.3470 -0.0152  0.4811
C -1.4576 0.9744 -0.0537  -0.2144
C 1.7878 -0.6742 -0.0273  -0.6576
F -2.9888 -0.8177 0.0252  -0.3086
N -0.0847 0.9729 0.0996  -0.5089
H 1.8646 -1.6307 -0.5408  0.2490
H -2.0933 1.8532 -0.1392  0.2281
H 2.3938 0.0302 -0.6039  0.2218
H 2.1630 -0.7571 0.9882  0.2320
H 0.4144 1.8366 0.1598  0.4115

Forces on the atoms, in the same order (eV/Å):
-1.463 0.409 0.567
-0.752 0.158 -0.767
0.067 -0.104 0.369
-0.111 -0.154 0.536
0.718 -0.186 -0.090
0.154 -0.543 -0.203
0.024 0.895 -0.931
0.014 -0.089 0.240
0.425 -0.333 0.190
-0.125 0.094 0.242
0.437 -0.134 0.035
0.612 -0.012 -0.188

Computed properties:
Energy relative to the best compared isomer or geometry (same formula, charge and spin) ... 18.2 kJ/mol
Kohn-Sham gap ... 9.4 eV
Calculated total energy ... -364.79638 Ha
E_LUMO ... 0.79 eV

Computed, not measured: the molecule C4H5FN2 in a non-equilibrium geometry, with ωB97M-V/def2-TZVPD.

Each line ends with the natural charge from an NBO analysis.
Positions of all 12 atoms, in Å:
N -0.7218 0.3237 0.2265  -0.5174
C 1.6255 0.1223 -0.0127  0.2819
N 0.0602 -2.0192 0.1849  -0.8314
C -0.1812 1.5484 0.2150  -0.0914
H -0.4502 -2.3398 -0.6778  0.3714
H -1.6710 0.2286 0.6452  0.4263
F 2.8556 -0.4156 -0.2248  -0.3170
C 1.1784 1.4737 -0.0030  -0.3603
H 0.9251 -2.4929 0.2217  0.3821
H -0.7060 2.4915 0.1003  0.2166
C 0.2889 -0.6316 0.2054  0.2181
H 1.8632 2.2477 0.1906  0.2212

Forces on the atoms, in the same order (eV/Å):
-0.437 -1.638 1.153
-5.909 -1.484 0.645
-1.946 0.388 -1.013
1.622 1.948 -1.145
0.738 0.527 1.193
1.304 -0.556 -0.783
-1.148 0.441 0.332
0.960 -1.244 0.951
0.958 -0.611 0.131
-0.383 -0.499 0.495
3.732 1.465 -1.448
0.511 1.262 -0.513

Computed properties:
Energy relative to the best compared isomer or geometry (same formula, charge and spin) ... 165.7 kJ/mol
Kohn-Sham gap ... 8.3 eV
Calculated total energy ... -364.74023 Ha
E_LUMO ... 0.94 eV

Computed, not measured: a cluster of 2 separate species, C4H5FN2 in total in a non-equilibrium geometry, with ωB97M-V/def2-TZVPD.

Each line ends with the natural charge from an NBO analysis.
Positions of all 12 atoms, in Å:
C 1.9078 -0.0301 0.0149  -0.2224
H -0.0603 0.7945 0.5882  0.2049
N -2.5740 -0.2136 0.3577  -0.3128
F -0.8484 -1.2489 2.0226  -0.2432
H -4.5965 0.2443 -0.4637  0.2404
C 0.6277 -0.0768 0.7164  -0.0005
H 2.8012 -0.5526 0.3409  0.2274
H 1.1826 1.1061 -1.7544  0.2003
C 1.9926 0.6178 -1.1819  -0.3454
N 0.2910 -1.1435 1.2024  -0.0125
H 2.8405 0.3978 -1.7454  0.1940
C -3.5642 0.1051 -0.0977  0.0698

Forces on the atoms, in the same order (eV/Å):
0.025 1.273 -2.546
0.575 -0.498 0.629
1.072 0.095 0.084
0.409 0.991 -0.872
1.291 0.072 0.331
-1.166 3.693 -1.247
-0.427 -0.172 0.310
0.307 -0.178 0.898
-1.455 -1.123 1.475
0.444 -4.413 2.522
1.573 0.222 -0.839
-2.647 0.038 -0.745

Computed properties:
Energy relative to the best compared isomer or geometry (same formula, charge and spin) ... 448.6 kJ/mol
Kohn-Sham gap ... 10.4 eV
Calculated total energy ... -364.63245 Ha
E_LUMO ... 0.67 eV

Computed, not measured: a structure of composition C4H5FN2O in a non-equilibrium geometry, with ωB97M-V/def2-TZVPD.

Each line ends with the natural charge from an NBO analysis.
Positions of all 13 atoms, in Å:
H 2.3000 -0.3081 1.2995  0.2211
H 2.7934 -0.4446 -0.8647  0.2381
H 1.1268 -1.7698 0.0467  0.2415
C -1.0469 -0.4877 -0.1204  -0.4345
N 1.1320 0.6499 -0.1928  -0.6276
O -2.2355 1.2655 -0.0158  -0.2948
C -2.3804 -0.0443 -0.2359  0.6546
H 1.7858 1.5267 -0.0183  0.4125
C -0.1617 0.6762 -0.1002  0.3095
F -3.5999 -0.5977 0.0773  -0.2923
C 1.9127 -0.6112 0.1003  -0.4543
N -0.9604 1.6697 0.1152  -0.1881
H -0.6660 -1.5247 -0.0909  0.2142

Forces on the atoms, in the same order (eV/Å):
-0.531 -1.966 -3.624
-2.237 -1.583 3.495
3.136 4.120 0.095
-0.675 -2.445 -1.277
4.997 0.914 0.280
-3.299 0.587 -0.185
3.306 -0.225 2.958
-2.565 -2.299 -0.496
-5.095 -2.379 0.820
2.304 1.146 -1.223
0.463 0.682 0.034
1.053 2.635 -0.577
-0.855 0.812 -0.300

Computed properties:
Energy relative to the best compared isomer or geometry (same formula, charge and spin) ... 554.2 kJ/mol
Kohn-Sham gap ... 9.3 eV
Calculated total energy ... -439.82689 Ha
E_LUMO ... 0.50 eV

Computed, not measured: a structure of composition C4H5FO in a non-equilibrium geometry, with ωB97M-V/def2-TZVPD.

Each line ends with the natural charge from an NBO analysis.
Positions of all 11 atoms, in Å:
O -0.3101 1.6638 -0.5854  -0.5050
H -0.7896 -1.7471 1.0298  0.2133
C -0.4284 0.6098 0.0541  0.5007
H -1.8027 1.2726 1.5852  0.2436
H -1.4537 -0.5642 1.8098  0.2141
C 0.0088 -1.8471 0.1361  -0.4800
C 0.3103 -0.6286 -0.4569  0.2986
F 1.3304 -0.2369 -1.1940  -0.2901
H 0.6602 -2.8839 0.5318  0.2488
C -0.9396 0.5338 1.6156  -0.7099
H 0.1862 0.7379 2.3787  0.2658

Forces on the atoms, in the same order (eV/Å):
-0.901 -2.481 1.890
1.779 -0.341 -3.045
0.972 1.640 0.429
1.523 -0.455 0.964
1.535 3.272 -0.028
1.288 -0.447 3.314
-1.422 -1.824 2.803
0.210 -1.016 -0.591
-1.586 3.191 -2.495
0.709 -1.018 -0.811
-4.107 -0.519 -2.430

Computed properties:
Energy relative to the best compared isomer or geometry (same formula, charge and spin) ... 328.3 kJ/mol
Kohn-Sham gap ... 10.0 eV
Calculated total energy ... -330.36272 Ha
E_LUMO ... -0.16 eV

Computed, not measured: the molecule C4H5FO in a non-equilibrium geometry, with ωB97M-V/def2-TZVPD.

Each line ends with the natural charge from an NBO analysis.
Positions of all 11 atoms, in Å:
H -2.7149 0.0555 0.6295  0.1773
C 1.4086 -0.8745 0.3177  -0.5280
H 2.1986 -1.6093 0.1933  0.2148
C -1.7757 0.0224 0.0829  0.1711
O 0.3113 1.0610 -0.5924  -0.5068
H 2.0026 0.2995 -1.3526  0.1930
H -0.9767 1.9473 0.6715  0.2031
H 0.7762 -1.0147 1.2073  0.2102
C 1.2768 0.1079 -0.5636  0.1530
C -0.8635 1.0256 0.1336  0.0295
F -1.6435 -1.0207 -0.7271  -0.3171

Forces on the atoms, in the same order (eV/Å):
0.234 -0.033 -0.084
-0.075 -0.310 0.482
0.012 0.336 -0.027
0.793 2.133 0.240
-0.510 0.563 -0.313
-0.290 -0.178 0.071
-0.483 -0.047 0.420
0.060 0.164 -0.726
0.152 -0.489 0.375
-0.116 -1.759 -0.410
0.223 -0.381 -0.028

Computed properties:
Energy relative to the best compared isomer or geometry (same formula, charge and spin) ... 124.8 kJ/mol
Kohn-Sham gap ... 9.9 eV
Calculated total energy ... -330.44021 Ha
E_LUMO ... 1.05 eV

Computed, not measured: the molecule C4H5FO in a non-equilibrium geometry, with ωB97M-V/def2-TZVPD.

Each line ends with the natural charge from an NBO analysis.
Positions of all 11 atoms, in Å:
H -0.4892 1.5820 -0.9987  0.4602
O -0.4654 1.6985 -0.0525  -0.6681
C -1.1544 -0.6197 -0.0773  0.0320
F -2.4613 -0.1375 0.0526  -0.3650
H -0.1284 0.5065 1.5052  0.2174
H -1.0819 -1.6752 0.5014  0.1763
C -0.0800 0.4269 0.4040  -0.0308
C 2.4173 -0.2764 -0.0803  -0.1956
H 3.3632 -0.8199 -0.2179  0.2487
C 1.3223 0.2152 0.1158  -0.0575
H -1.2422 -0.9005 -1.1523  0.1824

Forces on the atoms, in the same order (eV/Å):
-0.127 0.557 -0.697
-0.286 0.284 -0.032
-0.255 -2.887 0.064
0.533 0.325 1.074
-0.342 -0.254 -0.322
-0.020 2.571 -1.011
-1.321 0.592 0.950
-0.510 -0.028 0.163
-0.953 0.930 0.098
1.810 -2.460 -0.733
1.472 0.369 0.449

Computed properties:
Energy relative to the best compared isomer or geometry (same formula, charge and spin) ... 212.7 kJ/mol
Kohn-Sham gap ... 11.3 eV
Calculated total energy ... -330.40671 Ha
E_LUMO ... 0.81 eV

Computed, not measured: the molecule C4H5FO in a non-equilibrium geometry, with ωB97M-V/def2-TZVPD.

Each line ends with the natural charge from an NBO analysis.
Positions of all 11 atoms, in Å:
O -0.4554 -0.6253 -1.4746  -0.4601
H -1.7333 0.6985 -0.4215  0.1896
C -0.0785 -1.2028 1.1633  -0.4993
C 0.2925 0.2883 -0.7684  -0.0263
C 0.3472 -0.0623 0.6716  0.3752
H 0.0358 -1.5102 2.2409  0.2270
H 1.1545 0.6990 -1.2388  0.2014
C -0.9831 0.6853 -1.2037  -0.1000
F 0.9170 0.8205 1.5192  -0.3348
H -0.3417 -1.9167 0.3843  0.2328
H -1.1941 1.3961 -2.0175  0.1945

Forces on the atoms, in the same order (eV/Å):
-0.807 -0.086 -1.190
-0.247 -0.100 -0.147
0.363 -1.211 0.513
1.708 0.392 1.832
0.882 -0.537 1.134
-0.268 0.574 -1.432
0.809 0.106 -0.225
-2.532 0.893 -0.700
0.006 0.706 -0.461
-0.386 -0.067 0.603
0.473 -0.670 0.074

Computed properties:
Energy relative to the best compared isomer or geometry (same formula, charge and spin) ... 138.1 kJ/mol
Kohn-Sham gap ... 10.8 eV
Calculated total energy ... -330.43513 Ha
E_LUMO ... 1.06 eV

Computed, not measured: the molecule C4H5FOS in a non-equilibrium geometry, with ωB97M-V/def2-TZVPD.

Each line ends with the natural charge from an NBO analysis.
Positions of all 12 atoms, in Å:
H 0.9068 1.8080 -0.5343  0.2242
C -1.6175 -0.4897 -0.1288  0.1663
C -0.8442 0.7676 -0.3096  -0.2325
C 0.4883 0.8315 -0.2417  -0.2397
F 1.5933 -1.3299 -0.0931  -0.3513
H 1.1727 -0.1129 1.4519  0.1915
H -0.0005 -1.4500 -0.3759  0.4955
H -1.4519 1.6736 -0.4292  0.2484
S -3.2061 -0.3823 0.1693  -0.0456
C 1.4717 -0.0557 0.4386  -0.0080
O -0.9852 -1.6415 -0.3093  -0.6401
H 2.4726 0.3814 0.3621  0.1913

Forces on the atoms, in the same order (eV/Å):
-0.104 -0.423 0.359
-0.361 0.590 -0.210
0.113 -0.563 0.287
-0.170 1.738 -0.332
0.025 -0.715 -0.219
-0.112 -0.468 1.215
-1.358 -0.859 -0.189
0.375 -0.539 -0.455
-0.339 -0.232 0.142
0.974 0.911 -1.004
1.201 0.588 0.250
-0.243 -0.027 0.156

Computed properties:
Energy relative to the best compared isomer or geometry (same formula, charge and spin) ... 78.8 kJ/mol
Kohn-Sham gap ... 8.1 eV
Calculated total energy ... -728.65709 Ha
E_LUMO ... -0.61 eV